No. 1
C3H7NO2 in the gas phase. Source: the OMol25 dataset; level of theory: the ωB97M-V functional and the def2-TZVPD basis.

```
! wB97M-V def2-TZVPD RIJCOSX def2/J DEFGRID3
* xyz 0 1
C -0.38487 0.06386 -2.02336
O -0.35485 -0.34660 -0.67668
C 0.27843 0.60299 0.14627
C 0.17205 0.20542 1.61221
O 0.16937 1.04668 2.49148
N 0.16011 -1.13503 1.83353
H 0.63009 0.18067 -2.43312
H -0.91750 1.02063 -2.13210
H -0.91426 -0.70375 -2.59227
H -0.17250 1.59865 0.04325
H 1.34820 0.68662 -0.10910
H -0.00473 -1.45630 2.77549
H -0.00956 -1.76382 1.06440
*
```

Computed properties:
- ΔE to the lowest compared entry with this formula, charge and spin: 93.1 kJ/mol
- Kohn-Sham gap: 10.74 eV
- Largest force on an atom: 0.346 eV Å⁻¹
- Structure (SMILES): COCC(N)=O
- Highest occupied orbital energy: -9.86 eV
- Electronic energy: -8809.56390 eV


No. 2
2 unconnected molecules or ions with the total composition C3H7NO2. Source: the OMol25 dataset; level of theory: the ωB97M-V functional and the def2-TZVPD basis.

```
! wB97M-V def2-TZVPD RIJCOSX def2/J DEFGRID3
* xyz 0 1
N 1.26424 0.11440 1.03972
C 1.45452 -0.39018 -0.21675
O 2.48874 -0.92335 -0.58079
C 0.31427 -0.20360 -1.17412
C -0.54287 0.81455 -1.11948
O -1.76562 -0.41589 1.40472
H 0.32363 0.19552 1.41187
H 2.00468 -0.08772 1.69678
H -1.51088 -0.82802 0.56771
H 0.28899 -0.92295 -1.98875
H -0.47592 1.56689 -0.33718
H -1.31893 0.94990 -1.86819
H -2.52485 0.13044 1.16445
*
```

Computed properties:
- ΔE to the lowest compared entry with this formula, charge and spin: 101.0 kJ/mol
- Kohn-Sham gap: 10.46 eV
- Largest force on an atom: 0.373 eV Å⁻¹
- Structure (SMILES): C=CC(N)=O.O
- Highest occupied orbital energy: -9.88 eV
- Electronic energy: -8809.48238 eV


No. 3
C3H7NO2 in the gas phase in a non-equilibrium geometry. Source: the OMol25 dataset; level of theory: the ωB97M-V functional and the def2-TZVPD basis.

```
! wB97M-V def2-TZVPD RIJCOSX def2/J DEFGRID3
* xyz 0 1
C 1.92514 0.62715 0.63466
C -0.51743 0.99701 -0.60669
C 0.50467 0.00989 -0.27977
N 0.08537 -1.10153 0.57188
O 2.62549 -0.41974 0.93285
O 2.27148 1.74290 0.61664
H -0.11451 1.69410 -1.53759
H -1.53734 0.62396 -0.82692
H -0.57740 1.85105 0.16290
H 1.11212 -0.17852 -1.20499
H 2.19303 -1.26185 1.23276
H -0.56796 -1.77127 0.14010
H -0.50527 -0.67168 1.29522
*
```

Computed properties:
- ΔE to the lowest compared entry with this formula, charge and spin: 207.4 kJ/mol
- Kohn-Sham gap: 10.00 eV
- Largest force on an atom: 5.992 eV Å⁻¹
- Structure (SMILES): C[C@H](N)C(=O)O
- Highest occupied orbital energy: -9.31 eV
- Electronic energy: -8808.37890 eV


No. 4
A molecular structure, C3H7NO2 in a non-equilibrium geometry. Source: the OMol25 dataset; level of theory: the ωB97M-V functional and the def2-TZVPD basis.

```
! wB97M-V def2-TZVPD RIJCOSX def2/J DEFGRID3
* xyz 0 1
C -0.24830 -1.23180 0.62984
C 0.01187 1.45563 -0.22048
C 0.66124 -0.35947 -0.15291
N 1.67451 0.20693 0.67082
O 2.80819 0.10572 0.25724
O 0.95960 -0.92256 -1.32394
H -0.07976 -1.10112 1.66314
H -1.35574 -1.07585 0.60421
H -0.02530 -2.22968 0.47597
H 0.12530 1.63488 -1.22169
H 0.75104 1.94449 0.40212
H -1.05902 1.51262 0.12889
H 1.85977 -1.01199 -1.60076
*
```

Computed properties:
- ΔE to the lowest compared entry with this formula, charge and spin: 487.1 kJ/mol
- Kohn-Sham gap: 9.54 eV
- Largest force on an atom: 3.793 eV Å⁻¹
- Highest occupied orbital energy: -9.14 eV
- Electronic energy: -8805.48079 eV


No. 5
C3H7NO2 in the gas phase in a non-equilibrium geometry. Source: the OMol25 dataset; level of theory: the ωB97M-V functional and the def2-TZVPD basis.

```
! wB97M-V def2-TZVPD RIJCOSX def2/J DEFGRID3
* xyz 0 1
C -0.53181 -0.43988 -0.88294
C -1.40792 -0.44259 0.38290
O -1.35054 0.85488 0.94346
C 0.85198 -0.04683 -0.48085
N 1.55352 -0.73939 0.46258
O 1.28489 1.05143 -0.79801
H -0.89886 0.29487 -1.58846
H -0.62141 -1.45009 -1.27734
H -2.45639 -0.69001 0.16537
H -1.14732 -1.20046 1.13285
H -1.99690 1.02442 1.64385
H 2.42746 -0.31491 0.66011
H 1.24922 -1.55470 0.95228
*
```

Computed properties:
- ΔE to the lowest compared entry with this formula, charge and spin: 94.4 kJ/mol
- Kohn-Sham gap: 10.28 eV
- Largest force on an atom: 2.021 eV Å⁻¹
- Structure (SMILES): NC(=O)CCO
- Highest occupied orbital energy: -9.57 eV
- Electronic energy: -8809.55039 eV


No. 6
C3H7NO2 in the gas phase. Source: the OMol25 dataset; level of theory: the ωB97M-V functional and the def2-TZVPD basis.

```
! wB97M-V def2-TZVPD RIJCOSX def2/J DEFGRID3
* xyz 0 1
C -0.32996 -1.30431 1.45953
C 0.66713 -0.38799 0.80313
O 0.02706 -0.03357 -0.39457
C 0.32977 1.06316 -1.09097
O 1.23609 1.84408 -0.90845
N -0.59464 1.14181 -2.08834
H -0.48010 -2.23938 0.90588
H -1.29156 -0.78851 1.47130
H 0.02327 -1.46537 2.47507
H 0.85880 0.47641 1.45279
H 1.59543 -0.89095 0.53648
H -0.63302 2.04091 -2.51202
H -1.40827 0.54371 -2.10982
*
```

Computed properties:
- ΔE to the lowest compared entry with this formula, charge and spin: 38.4 kJ/mol
- Kohn-Sham gap: 11.27 eV
- Largest force on an atom: 0.612 eV Å⁻¹
- Structure (SMILES): CCOC(N)=O
- Highest occupied orbital energy: -10.37 eV
- Electronic energy: -8810.13135 eV


No. 7
2 unconnected molecules or ions with the total composition C3H7NO2 in a non-equilibrium geometry. Source: the OMol25 dataset; level of theory: the ωB97M-V functional and the def2-TZVPD basis.

```
! wB97M-V def2-TZVPD RIJCOSX def2/J DEFGRID3
* xyz 0 1
N -1.07199 -1.39191 -1.21965
C -0.79959 -0.33859 -1.77559
O -0.68398 0.60779 -2.45599
C -0.39839 0.89832 0.29176
C 0.91726 0.24896 0.69788
O 0.57103 -1.00783 1.27344
H -0.63006 -1.63813 -0.33224
H -1.12042 0.15666 -0.10909
H -0.98042 1.15969 1.15955
H -0.22839 1.78522 -0.33050
H 1.61943 0.10301 -0.14343
H 1.42786 0.89423 1.42798
H 1.37765 -1.47742 1.51588
*
```

Computed properties:
- ΔE to the lowest compared entry with this formula, charge and spin: 202.2 kJ/mol
- Kohn-Sham gap: 11.10 eV
- Largest force on an atom: 1.913 eV Å⁻¹
- Structure (SMILES): N=C=O.CCO
- Highest occupied orbital energy: -10.42 eV
- Electronic energy: -8808.43312 eV


No. 8
C3H7NO2 in the gas phase in a non-equilibrium geometry. Source: the OMol25 dataset; level of theory: the ωB97M-V functional and the def2-TZVPD basis.

```
! wB97M-V def2-TZVPD RIJCOSX def2/J DEFGRID3
* xyz 0 1
C 2.16705 0.18686 -0.17887
O 0.86558 -0.40520 -0.32520
C -0.01494 0.11994 0.50984
O 0.28219 0.94716 1.36333
C -1.48700 -0.07573 0.39373
N -2.14021 -0.55521 -0.82321
H 2.72613 -0.09954 -1.06703
H 2.64531 -0.18984 0.72789
H 2.06927 1.27308 -0.09919
H -1.41931 0.97386 0.94238
H -1.87769 -0.62984 1.24833
H -1.91635 -0.01785 -1.65240
H -1.90002 -1.52769 -1.03961
*
```

Computed properties:
- ΔE to the lowest compared entry with this formula, charge and spin: 227.7 kJ/mol
- Kohn-Sham gap: 10.46 eV
- Largest force on an atom: 3.696 eV Å⁻¹
- Structure (SMILES): COC(=O)CN
- Highest occupied orbital energy: -9.62 eV
- Electronic energy: -8808.16851 eV